A structure of composition C24H52ClN2O10P2S2 at a distorted geometry. Source: the Open Molecules 2025 dataset; level of theory: ωB97M-V with the def2-TZVPD basis set.

ORCA input file:
```
! wB97M-V def2-TZVPD RIJCOSX def2/J DEFGRID3
* xyz 1 1
C -2.163 6.708 -1.992
C -2.385 5.531 -2.915
O -1.206 4.722 -2.925
C -0.700 4.470 -4.214
C -1.474 3.376 -4.954
O -2.062 2.482 -4.033
C -2.037 1.121 -4.389
C -1.155 0.418 -3.373
O -1.204 -0.996 -3.502
C -1.931 -1.670 -2.511
C -1.014 -2.199 -1.360
C 0.319 -2.588 -2.057
C 1.371 -3.573 -1.459
C 1.593 -4.735 -2.459
C 2.788 -2.955 -1.275
O -0.902 -0.971 -0.598
C -0.098 -0.963 0.537
S 1.603 -0.378 0.172
P -0.642 0.415 1.740
P 0.794 0.321 3.383
O 1.595 1.530 3.430
O 1.676 -1.012 3.311
O -0.122 0.185 4.663
C -0.072 -2.348 1.228
N -1.225 -3.261 0.915
S -0.637 -4.849 1.600
Cl -2.507 -2.838 2.111
C -1.765 -3.300 -0.546
C -1.549 -4.718 -1.154
C -1.815 -4.927 -2.651
C -3.311 -3.212 -0.591
C -4.207 -1.973 -0.364
C -3.755 -0.653 0.256
N -4.768 -0.220 1.233
H -2.131 6.339 -0.974
H -2.940 7.457 -2.088
H -1.204 7.163 -2.212
H -3.189 4.911 -2.523
H -2.641 5.865 -3.917
H 0.339 4.188 -4.075
H -0.687 5.382 -4.807
H -0.777 2.896 -5.637
H -2.267 3.860 -5.522
H -1.610 0.935 -5.372
H -3.044 0.704 -4.396
H -1.363 0.792 -2.377
H -0.137 0.724 -3.603
H -2.530 -2.454 -2.954
H -2.629 -0.959 -2.091
H 0.155 -2.906 -3.069
H 0.831 -1.649 -2.194
H 1.096 -4.091 -0.545
H 1.696 -4.348 -3.465
H 0.784 -5.457 -2.459
H 2.487 -5.286 -2.211
H 2.820 -1.954 -1.679
H 2.995 -2.868 -0.213
H 3.546 -3.527 -1.785
H 1.335 0.939 0.133
H -1.822 -0.018 2.393
H 2.601 -0.695 3.276
H 0.337 0.586 5.423
H 0.894 -2.820 1.100
H -0.108 -2.196 2.289
H -1.775 -5.338 2.127
H -2.235 -5.372 -0.632
H -0.562 -5.115 -0.976
H -2.865 -5.107 -2.849
H -1.317 -5.838 -2.951
H -1.490 -4.152 -3.322
H -3.645 -3.636 -1.521
H -3.631 -3.991 0.095
H -4.666 -1.693 -1.305
H -5.060 -2.307 0.215
H -3.686 0.118 -0.510
H -2.817 -0.649 0.778
H -5.699 -0.293 0.847
H -4.581 0.719 1.557
C 4.348 3.873 3.936
C 4.168 2.884 5.066
O 5.422 2.552 5.684
C 5.895 3.460 6.541
O 5.358 4.492 6.851
O 7.068 3.021 7.001
C 7.731 3.926 7.888
H 5.085 3.503 3.222
H 3.402 4.032 3.420
H 4.706 4.832 4.309
H 3.772 1.949 4.676
H 3.465 3.254 5.813
H 7.075 4.227 8.702
H 8.077 4.802 7.342
H 8.587 3.395 8.294
*
```

Calculated values
Kohn-Sham gap, eV: 6.571
LUMO energy, eV: -4.630

---

A cluster of 2 separate species, C5H17N2O in total at a distorted geometry. Source: the Open Molecules 2025 dataset; level of theory: ωB97M-V with the def2-TZVPD basis set.

ORCA input file:
```
! wB97M-V def2-TZVPD RIJCOSX def2/J DEFGRID3
* xyz 0 2
N 2.018 -0.516 -1.872
C 1.044 -1.600 -1.429
C -0.280 -0.912 -1.084
N 0.151 0.075 -0.094
C 1.340 0.403 2.059
C 0.085 -0.286 1.336
C -1.213 -0.010 1.973
H 1.764 0.112 -2.644
H 1.879 0.166 -1.016
H 3.008 -0.828 -1.876
H 1.580 -2.061 -0.469
H 0.992 -2.375 -2.212
H -1.044 -1.611 -0.717
H -0.833 -0.462 -2.040
H -0.318 1.077 -0.131
H 1.170 0.182 3.127
H 1.318 1.499 1.950
H 2.218 -0.172 1.646
H 0.409 -1.410 1.410
H -1.288 1.035 2.189
H -2.080 -0.404 1.467
H -1.209 -0.581 2.986
H -3.100 2.216 -1.485
H -3.507 2.197 -0.115
O -2.750 2.367 -0.680
*
```

Calculated values
Kohn-Sham gap (alpha / beta), eV: 3.448 / 9.852
Expectation value of S²: 0.75
LUMO energy (alpha / beta), eV: 0.463 / 0.430